{
  "formula": "C31H27BN11O6Sn",
  "method": "the ωB97M-V functional and the def2-TZVPD basis",
  "charge": -2,
  "max_force_ev_per_a": 0.120,
  "multiplicity": 2,
  "lumo_ev": [4.61, 4.35],
  "relative_energy_kcal_mol": 0.0,
  "elements": ["Sn", "C", "C", "N", "N", "C", "B", "N", "C", "C", "C", "N", "N", "C", "C", "C", "N", "N", "C", "C", "C", "N", "H", "H", "H", "H", "H", "H", "H", "H", "H", "H", "H", "H", "C", "C", "O", "C", "C", "C", "N", "N", "C", "O", "C", "C", "C", "C", "C", "C", "H", "H", "H", "H", "H", "H", "H", "H", "H", "H", "H", "H", "O", "C", "O", "C", "C", "C", "C", "C", "N", "C", "O", "O", "H", "H", "H"],
  "positions_angstrom": [[-0.078037, 0.511814, 0.015233], [-1.151935, -3.364459, 2.810880], [-0.460800, -2.650337, 1.821887], [-0.926211, -1.415595, 1.712752], [-1.921599, -1.303952, 2.620423], [-2.074699, -2.461129, 3.291698], [-2.671081, 0.035841, 2.858185], [-1.722381, 1.083068, 3.459941], [-1.875693, 1.905790, 4.515752], [-0.779657, 2.741430, 4.561060], [0.002739, 2.342335, 3.460067], [-0.577978, 1.354568, 2.806485], [-3.221596, 0.528353, 1.517681], [-3.396654, -0.135599, 0.350490], [-3.979652, 0.730733, -0.542138], [-4.136381, 1.920607, 0.191325], [-3.683299, 1.795584, 1.428867], [-3.866018, -0.208480, 3.814101], [-5.174750, -0.134985, 3.497087], [-5.904075, -0.448497, 4.622660], [-4.924957, -0.705989, 5.597324], [-3.702965, -0.559144, 5.108951], [-1.002133, -4.383496, 3.123922], [0.341332, -2.983686, 1.184935], [-2.811302, -2.544653, 4.071140], [-2.735820, 1.827273, 5.157460], [-0.575372, 3.516811, 5.280426], [0.950701, 2.719234, 3.107452], [-3.034272, -1.138736, 0.204811], [-4.176362, 0.545256, -1.583927], [-4.537560, 2.868524, -0.133742], [-5.484775, 0.147550, 2.504745], [-6.976046, -0.479705, 4.721065], [-5.054610, -0.986932, 6.632189], [3.971121, 2.897645, 0.856808], [2.956483, 2.560762, -0.219806], [1.850906, 3.080673, -0.205339], [3.421003, 1.598168, -1.213654], [2.672920, 0.964313, -2.173481], [3.358614, 0.098215, -3.197393], [1.319647, 1.084493, -2.205415], [0.769773, 0.613754, -3.308546], [-0.569667, 0.914493, -3.397322], [-1.186864, 1.711602, -2.699844], [-1.267277, 0.213330, -4.533184], [-2.572570, 0.587101, -4.835289], [-3.266048, -0.037133, -5.860361], [-2.660312, -1.052664, -6.590263], [-1.362362, -1.438169, -6.284442], [-0.668250, -0.808291, -5.261984], [4.085089, 2.021818, 1.501830], [4.947655, 3.127122, 0.422337], [3.610416, 3.742297, 1.441053], [4.476850, 1.355494, -1.173254], [4.423123, 0.020221, -2.976966], [2.909148, -0.897218, -3.207259], [3.218615, 0.508465, -4.198704], [-3.024323, 1.367631, -4.236234], [-4.284755, 0.258690, -6.084218], [-3.204223, -1.552073, -7.384282], [-0.894419, -2.247878, -6.832033], [0.335875, -1.111550, -5.001838], [3.908702, -0.448563, 1.640802], [2.807713, -0.407495, 1.088399], [1.869732, 0.423575, 1.276264], [2.500903, -1.471406, 0.041903], [3.397582, -2.473898, -0.286399], [3.015835, -3.413830, -1.233426], [1.758651, -3.328569, -1.811021], [0.919465, -2.291970, -1.428812], [1.303721, -1.393027, -0.529673], [-0.507363, -2.150391, -1.969423], [-0.878795, -3.011975, -2.771449], [-1.137694, -1.162576, -1.503699], [4.356579, -2.486674, 0.211453], [3.693604, -4.212053, -1.514697], [1.389694, -4.033657, -2.542223]],
  "forces_ev_per_a": [[-0.011, 0.017, -0.045], [-0.024, 0.032, -0.017], [-0.041, -0.012, -0.003], [0.044, -0.033, 0.011], [0.008, 0.049, 0.005], [0.024, -0.026, -0.016], [0.076, -0.013, -0.030], [-0.119, 0.011, 0.007], [0.038, 0.031, 0.005], [-0.006, -0.057, -0.007], [-0.004, 0.047, 0.015], [-0.010, -0.092, -0.062], [-0.023, 0.078, 0.044], [0.039, -0.008, -0.018], [-0.019, 0.012, -0.006], [0.022, -0.029, 0.018], [-0.018, 0.004, -0.020], [0.014, -0.005, 0.068], [0.020, 0.010, -0.036], [-0.021, -0.017, -0.013], [0.007, 0.018, 0.028], [-0.013, -0.002, -0.015], [-0.001, 0.001, 0.002], [0.014, -0.010, 0.001], [0.006, -0.014, 0.007], [-0.008, 0.002, -0.001], [-0.004, -0.004, 0.004], [-0.009, 0.005, -0.001], [-0.010, -0.005, 0.011], [-0.001, 0.003, 0.006], [0.002, 0.005, -0.012], [0.005, 0.003, 0.009], [0.001, -0.002, 0.002], [-0.002, 0.000, 0.000], [-0.002, -0.003, -0.002], [0.006, 0.015, 0.001], [0.000, -0.004, 0.002], [0.012, -0.014, 0.007], [0.020, 0.011, 0.004], [-0.010, -0.003, 0.001], [0.005, 0.008, 0.012], [-0.036, -0.007, -0.005], [-0.014, 0.004, -0.046], [0.022, -0.020, 0.035], [-0.005, -0.003, 0.010], [-0.002, 0.008, 0.011], [0.004, -0.006, -0.003], [-0.002, 0.003, 0.001], [-0.003, -0.001, -0.004], [0.004, 0.004, -0.003], [0.001, 0.002, -0.002], [0.000, 0.001, 0.002], [-0.002, 0.001, -0.001], [0.001, 0.001, -0.004], [0.002, 0.003, 0.002], [0.001, -0.003, 0.000], [-0.001, 0.001, 0.004], [0.002, -0.002, -0.003], [0.001, 0.000, 0.000], [0.000, 0.000, 0.000], [-0.001, 0.001, 0.000], [0.003, -0.002, -0.001], [-0.006, -0.004, 0.000], [0.009, 0.022, 0.013], [0.001, 0.011, 0.005], [0.008, -0.019, -0.006], [-0.003, -0.021, -0.018], [-0.002, 0.014, 0.007], [-0.003, 0.006, 0.000], [-0.021, -0.012, -0.011], [0.017, 0.014, 0.028], [0.002, -0.013, -0.020], [0.003, 0.017, 0.025], [0.009, -0.004, 0.021], [0.001, 0.000, -0.001], [0.000, -0.002, 0.001], [0.003, -0.002, -0.002]],
  "mulliken_spin": [0.012, 0.000, 0.000, -0.002, 0.001, 0.000, -0.003, -0.001, 0.000, 0.000, 0.000, 0.002, 0.000, -0.001, 0.001, 0.000, 0.000, 0.000, 0.000, 0.000, 0.000, 0.000, 0.000, 0.000, 0.000, 0.000, 0.000, 0.000, 0.000, 0.000, 0.000, 0.000, 0.000, 0.000, 0.000, -0.008, 0.075, 0.335, -0.161, 0.007, 0.290, 0.292, -0.040, 0.142, -0.012, 0.010, -0.005, 0.010, -0.001, 0.023, -0.001, -0.003, 0.001, 0.013, -0.002, 0.001, -0.002, 0.001, 0.000, 0.001, 0.000, 0.002, 0.001, -0.011, 0.009, 0.015, -0.001, 0.005, -0.010, 0.009, -0.004, -0.003, -0.002, 0.013, -0.001, 0.000, 0.000]
}